[1]
C3H6N2O | wB97M-V/def2-TZVPD

Orbital gap in eV: 10.78
Relative energy (zero: lowest compared OMol25 entry of this formula, charge and spin) in kJ/mol: 172.5
E_HOMO in hartree: -0.35971
LUMO level in eV: 0.99

Positions of all 12 atoms, in Å:
N -1.427 -0.704 0.680
C -0.586 0.314 0.087
C 0.609 0.727 0.959
O 1.533 0.124 0.012
C 0.514 -0.095 -0.886
N 0.558 -0.448 -2.089
H -2.113 -1.023 0.003
H -0.866 -1.516 0.928
H -1.213 1.130 -0.281
H 0.801 1.800 1.025
H 0.663 0.263 1.946
H 1.528 -0.572 -2.386

---

[2]
C3H6N2O | wB97M-V/def2-TZVPD

Orbital gap in eV: 9.79
Relative energy (zero: lowest compared OMol25 entry of this formula, charge and spin) in kJ/mol: 270.1
E_HOMO in hartree: -0.33203
LUMO level in eV: 0.75

Positions of all 12 atoms, in Å:
O -0.960 2.421 0.929
C -0.620 1.317 0.582
N -0.418 0.174 1.285
C -0.199 -0.951 0.391
C -0.176 -0.372 -1.010
N -0.367 0.914 -0.781
H -0.675 0.115 2.256
H -1.024 -1.672 0.405
H 0.727 -1.491 0.626
H 2.429 -1.056 -1.475
H 1.714 -1.011 -1.697
H -0.431 1.612 -1.512

---

[3]
C3H6N2O2 | wB97M-V/def2-TZVPD

Orbital gap in eV: 10.64
Relative energy (zero: lowest compared OMol25 entry of this formula, charge and spin) in kJ/mol: 124.6
E_HOMO in hartree: -0.35883
LUMO level in eV: 0.88
Structure (SMILES): [H]/N=C/OCC(N)=O

Positions of all 13 atoms, in Å:
N -1.691 -0.112 -0.786
C -1.296 0.016 0.514
O -1.880 0.683 1.346
C -0.065 -0.818 0.892
O 1.075 0.012 1.124
C 1.662 0.533 0.044
N 1.261 0.336 -1.143
H -2.406 0.540 -1.078
H -0.948 -0.289 -1.453
H 0.174 -1.572 0.136
H -0.266 -1.292 1.854
H 2.520 1.136 0.351
H 1.860 0.828 -1.800

---

[4]
C3H6N2O2 | wB97M-V/def2-TZVPD

Orbital gap in eV: 9.81
Relative energy (zero: lowest compared OMol25 entry of this formula, charge and spin) in kJ/mol: 280.2
E_HOMO in hartree: -0.33561
LUMO level in eV: 0.68

Positions of all 13 atoms, in Å:
N -1.139 -0.101 -1.304
C -0.536 0.397 0.360
O -1.438 1.005 0.906
C 0.173 -0.829 0.953
O 1.476 -0.317 1.247
C 1.669 0.706 0.372
N 0.693 1.132 -0.308
H -2.000 0.428 -1.421
H -1.234 -1.068 -1.585
H 0.284 -1.650 0.232
H -0.303 -1.174 1.869
H 2.693 1.081 0.387
H -0.340 0.391 -1.707

---

[5]
C3H6N2O2 | wB97M-V/def2-TZVPD

Orbital gap in eV: 10.72
Relative energy (zero: lowest compared OMol25 entry of this formula, charge and spin) in kJ/mol: 250.8
E_HOMO in hartree: -0.37763
LUMO level in eV: 0.44
Structure (SMILES): N=C=NC=O.CO

Positions of all 13 atoms, in Å:
C -2.297 0.016 -1.156
O -1.493 -1.129 -0.892
C 1.349 0.457 0.084
N 1.046 0.068 -1.018
N 1.668 0.959 1.171
C 2.616 0.350 2.007
O 2.811 0.701 3.138
H -3.351 -0.178 -0.932
H -2.194 0.228 -2.222
H -1.961 0.894 -0.588
H 0.219 -0.523 -1.173
H -1.596 -1.366 0.039
H 3.184 -0.478 1.540

---

[6]
C3H6N2O2 | wB97M-V/def2-TZVPD

Orbital gap in eV: 8.96
Relative energy (zero: lowest compared OMol25 entry of this formula, charge and spin) in kJ/mol: 346.3
E_HOMO in hartree: -0.31078
LUMO level in eV: 0.50

Positions of all 13 atoms, in Å:
N 2.033 0.687 -0.665
C 0.838 0.240 -0.312
O 0.744 -0.904 0.166
C -0.416 1.092 -0.275
O -0.921 0.615 0.925
C -0.911 -0.978 0.779
N -1.593 -1.582 -0.104
H 2.811 0.078 -0.453
H 2.177 1.642 -0.948
H -1.085 0.876 -1.121
H -0.162 2.167 -0.311
H -0.708 -1.249 1.808
H -2.258 -2.196 0.327

---

[7]
C3H6N2O2 | wB97M-V/def2-TZVPD

Orbital gap in eV: 10.81
Relative energy (zero: lowest compared OMol25 entry of this formula, charge and spin) in kJ/mol: 137.8
E_HOMO in hartree: -0.36486
LUMO level in eV: 0.89
Structure (SMILES): [H]/N=C/OCC(N)=O

Positions of all 13 atoms, in Å:
N -2.153 -0.288 -0.461
C -1.085 0.210 0.213
O -0.971 1.397 0.451
C -0.045 -0.824 0.689
O 1.080 -0.122 1.167
C 1.717 0.603 0.216
N 1.780 0.229 -0.991
H -2.813 0.370 -0.856
H -2.139 -1.234 -0.801
H 0.234 -1.501 -0.124
H -0.446 -1.397 1.534
H 2.144 1.505 0.664
H 2.305 0.906 -1.543

---

[8]
C3H6N2O2 | wB97M-V/def2-TZVPD

Orbital gap in eV: 8.38
Relative energy (zero: lowest compared OMol25 entry of this formula, charge and spin) in kJ/mol: 353.3
E_HOMO in hartree: -0.29559
LUMO level in eV: 0.34
Structure (SMILES): C=C(O)NC(N)=O

Positions of all 13 atoms, in Å:
N -0.606 -0.450 0.707
C 1.029 -0.086 0.453
C -1.087 0.475 -0.085
N 1.651 -1.128 -0.234
C -0.066 0.949 -0.947
O -2.309 1.013 0.019
O 1.575 0.565 1.311
H -2.722 0.775 0.862
H -1.136 -1.111 1.271
H 1.054 -1.826 -0.647
H 2.464 -1.486 0.244
H 0.204 0.301 -1.770
H -0.051 2.007 -1.185

---

[9]
C3H6N2O2 | wB97M-V/def2-TZVPD

Orbital gap in eV: 9.61
Relative energy (zero: lowest compared OMol25 entry of this formula, charge and spin) in kJ/mol: 684.1
E_HOMO in hartree: -0.33930
LUMO level in eV: 0.38

Positions of all 13 atoms, in Å:
C 0.965 0.330 -0.171
C 1.066 -1.284 -0.421
C -1.035 -0.555 -0.257
H -0.859 1.130 1.846
H -2.094 2.335 0.282
H 1.139 0.561 0.913
H 1.752 0.765 -0.763
H 1.823 -1.839 -0.045
H 1.230 -1.678 -1.493
N -0.977 1.639 0.550
N -0.468 0.770 -0.360
O -0.358 -1.642 -0.219
O -2.184 -0.533 0.139

---

[10]
C3H6N2O2 | wB97M-V/def2-TZVPD

Orbital gap in eV: 8.45
Relative energy (zero: lowest compared OMol25 entry of this formula, charge and spin) in kJ/mol: 336.1
E_HOMO in hartree: -0.29247
LUMO level in eV: 0.49
Structure (SMILES): [H]/N=C\O/C(O)=C/N

Positions of all 13 atoms, in Å:
C -2.142 -0.126 0.191
C 0.260 -0.067 0.110
C 1.326 0.754 -0.141
N -3.256 0.333 -0.171
N 2.610 0.309 -0.221
O 0.470 -1.372 0.531
O -0.965 0.451 -0.240
H -2.141 -1.126 0.667
H 1.191 1.797 -0.403
H -2.984 0.946 -0.920
H 3.213 0.694 0.594
H 2.550 -0.666 -0.034
H -0.130 -1.927 0.037

---

[11]
C3H6N2O2 | wB97M-V/def2-TZVPD

Orbital gap in eV: 10.76
Relative energy (zero: lowest compared OMol25 entry of this formula, charge and spin) in kJ/mol: 163.0
E_HOMO in hartree: -0.36866
LUMO level in eV: 0.73
Structure (SMILES): [H]/N=C(/NC=O)OC

Positions of all 13 atoms, in Å:
C 0.951 1.224 -0.617
O 1.225 0.019 0.103
C 0.289 -0.559 0.895
N 0.550 -1.198 1.955
N -1.033 -0.437 0.448
C -1.401 -0.589 -0.875
O -2.547 -0.672 -1.241
H 1.714 1.949 -0.333
H -0.032 1.638 -0.389
H 1.019 1.019 -1.690
H 1.544 -1.128 2.167
H -1.745 -0.643 1.137
H -0.535 -0.625 -1.561

---

[12]
C3H6N2O2 | wB97M-V/def2-TZVPD

Orbital gap in eV: 9.82
Relative energy (zero: lowest compared OMol25 entry of this formula, charge and spin) in kJ/mol: 353.8
E_HOMO in hartree: -0.33674
LUMO level in eV: 0.66
Structure (SMILES): C=CN(O)C(N)=O

Positions of all 13 atoms, in Å:
C -0.746 1.482 -1.478
C -1.018 0.632 -0.500
C -0.449 -1.512 0.685
N 0.556 -2.256 1.233
N -0.084 -0.227 0.341
O -1.625 -1.890 0.600
O 1.264 0.254 0.386
H -1.461 2.112 -1.863
H 0.317 1.800 -1.702
H -2.035 0.207 -0.341
H 1.502 -2.154 1.087
H 0.044 -3.087 1.462
H 1.415 0.563 1.253

---

[13]
C3H6N2O2 | wB97M-V/def2-TZVPD

Orbital gap in eV: 10.07
Relative energy (zero: lowest compared OMol25 entry of this formula, charge and spin) in kJ/mol: 386.4
E_HOMO in hartree: -0.34298
LUMO level in eV: 0.74
Structure (SMILES): C/C(=N/N)OC=O

Positions of all 13 atoms, in Å:
C 1.540 -0.754 0.143
C 0.070 -0.324 0.059
C 0.223 1.863 -0.559
H 1.481 -1.931 -0.153
H 2.069 -0.109 -0.642
H 1.873 -0.687 1.252
H 0.050 2.950 -0.200
H -2.133 0.068 0.610
H -2.623 -1.571 0.841
N -0.784 -1.255 -0.088
N -2.196 -0.820 0.138
O -0.070 0.900 0.340
O 0.500 1.668 -1.742

---

[14]
C3H6N2O2 | wB97M-V/def2-TZVPD

Orbital gap in eV: 10.49
Relative energy (zero: lowest compared OMol25 entry of this formula, charge and spin) in kJ/mol: 545.7
E_HOMO in hartree: -0.34877
LUMO level in eV: 1.00
Structure (SMILES): CO[C@]12NO[C@H]1N2

Positions of all 13 atoms, in Å:
C -1.697 -0.377 -1.034
O -1.273 -0.110 0.301
C 0.052 0.097 0.447
N 0.777 0.940 -0.510
N 0.628 0.025 1.751
C 1.315 -0.641 0.669
O 2.026 0.282 -0.146
H -2.505 -1.109 -0.967
H -0.876 -0.774 -1.639
H -2.072 0.541 -1.498
H 0.853 1.916 -0.216
H 1.086 0.865 2.102
H 1.686 -1.656 0.740

---

[15]
C3H6N2O2 | wB97M-V/def2-TZVPD

Orbital gap in eV: 7.28
Relative energy (zero: lowest compared OMol25 entry of this formula, charge and spin) in kJ/mol: 452.3
E_HOMO in hartree: -0.25172
LUMO level in eV: 0.43

Positions of all 13 atoms, in Å:
C 3.565 -0.076 0.360
C -0.420 -0.897 -0.901
C -1.136 1.327 -0.383
N -1.070 0.006 -0.209
N -1.829 -0.527 0.887
O 4.077 0.651 -0.385
O 3.174 -0.759 1.198
H 0.210 -0.734 -1.722
H -0.613 -1.907 -0.523
H -0.334 1.835 -1.061
H -1.708 1.831 0.243
H -1.273 -0.839 1.593
H -2.641 0.088 0.903

---

[16]
C3H6N2O2 | wB97M-V/def2-TZVPD

Orbital gap in eV: 9.94
Relative energy (zero: lowest compared OMol25 entry of this formula, charge and spin) in kJ/mol: 523.0
E_HOMO in hartree: -0.34788
LUMO level in eV: 0.48
Structure (SMILES): [H]/N=N/[C@]1(OC)CO1

Positions of all 13 atoms, in Å:
C -1.177 -1.202 -0.746
C -0.783 -0.066 0.166
C 1.469 -0.275 0.516
N -0.175 2.122 0.104
N -0.936 1.252 -0.369
O -1.922 -0.810 0.332
O 0.169 -0.263 1.127
H -1.483 -0.907 -1.680
H -0.540 -2.024 -0.507
H 2.237 -0.304 1.442
H 1.752 0.533 -0.040
H 1.699 -1.130 0.015
H -0.312 3.075 -0.359

---

[17]
C3H6N2O2 | wB97M-V/def2-TZVPD

Orbital gap in eV: 10.58
Relative energy (zero: lowest compared OMol25 entry of this formula, charge and spin) in kJ/mol: 565.6
E_HOMO in hartree: -0.36159
LUMO level in eV: 0.74
Structure (SMILES): CNO[C@@H](O)C#N

Positions of all 13 atoms, in Å:
C 1.140 0.670 -0.279
C 1.982 -0.551 -0.069
C -1.592 -0.820 0.328
N 2.611 -1.495 0.152
N -1.040 -0.149 -0.860
O 1.588 1.596 0.661
O -0.331 1.026 -0.338
H 1.605 1.098 -1.197
H -0.938 -0.701 1.195
H -2.589 -0.588 0.653
H -1.598 -1.885 0.031
H 0.943 1.951 1.227
H -1.780 -0.152 -1.502

---

[18]
C3H6N2O2 | wB97M-V/def2-TZVPD

Orbital gap (alpha / beta) in eV: 6.52 / 6.51
Relative energy (zero: lowest compared OMol25 entry of this formula, charge and spin) in kJ/mol: 513.0
E_HOMO (alpha / beta) in hartree: -0.33219 / -0.33219
LUMO level (alpha / beta) in eV: -2.52 / -2.52

Positions of all 13 atoms, in Å:
C -3.306 0.428 0.027
C 0.478 1.142 -0.150
C 2.854 1.838 -0.022
N -0.620 0.748 -0.158
N -0.360 -2.728 -0.090
O -3.159 -0.661 -0.238
O -3.589 1.497 0.231
H 2.871 1.091 0.757
H 3.011 2.828 0.295
H 2.759 1.850 -1.094
H -0.284 -3.562 0.495
H -1.173 -2.214 0.142
H 0.519 -2.255 -0.194

---

[19]
C3H6N2O2 | wB97M-V/def2-TZVPD

Orbital gap (alpha / beta) in eV: 8.14 / 6.84
Relative energy (zero: lowest compared OMol25 entry of this formula, charge and spin) in kJ/mol: 600.9
E_HOMO (alpha / beta) in hartree: -0.29171 / -0.24841
LUMO level (alpha / beta) in eV: 0.20 / 0.08

Positions of all 13 atoms, in Å:
C 0.413 -0.557 -0.281
C -1.015 1.355 0.397
C -0.292 -1.121 -1.404
N -0.218 0.390 0.415
N 2.136 -0.079 1.081
O 1.532 -1.039 0.214
O -1.612 1.850 1.525
H -1.268 2.038 -0.468
H 0.404 -1.636 -2.130
H -0.642 -0.209 -1.949
H -1.174 -1.840 -1.089
H 2.972 -0.483 1.458
H -1.237 1.330 2.229